(1)
C23H43GeN8O3PPdSe as an isolated structure, computed with ωB97M-V with the def2-TZVPD basis set.

Each line ends with the Mulliken charge.
Positions of all 81 atoms, in Å:
Pd (1.7868, -0.4922, -0.6184)  1.481
N (4.9500, -1.3308, 3.9115)  -0.444
C (4.4102, -1.2853, 2.9029)  0.510
N (3.7636, -1.1600, 1.7863)  -0.435
C (3.3475, -1.7080, 0.7921)  0.899
N (2.9910, -2.2048, -0.2501)  -0.660
C (-3.9616, 1.3805, 2.6483)  -0.881
C (-3.2659, 2.5746, 3.2952)  -0.626
N (-1.8187, 2.3948, 3.3291)  0.161
C (-1.1807, 1.8661, 4.5210)  -0.663
C (-1.2421, 0.3441, 4.6169)  -0.815
C (-1.1541, 2.6773, 2.2165)  0.163
O (-1.6735, 3.1202, 1.1915)  -0.900
C (0.3173, 2.3750, 2.1445)  -0.121
C (1.3151, 3.3158, 2.3687)  0.132
C (2.6220, 2.9921, 2.0365)  -1.275
C (2.8766, 1.7711, 1.4295)  -0.662
N (1.9179, 0.8711, 1.2156)  0.719
C (0.6767, 1.1511, 1.5941)  -0.714
H (-5.0303, 1.5618, 2.5860)  0.396
H (-3.7995, 0.4748, 3.2260)  0.239
H (-3.5824, 1.2286, 1.6395)  0.191
H (-3.6282, 2.7346, 4.3083)  0.365
H (-3.4688, 3.4708, 2.7034)  0.349
H (-1.6805, 2.3013, 5.3882)  0.442
H (-0.1392, 2.1929, 4.5315)  0.362
H (-2.2623, 0.0037, 4.7648)  0.350
H (-0.6487, 0.0106, 5.4629)  0.397
H (-0.8462, -0.1248, 3.7195)  0.040
H (1.0713, 4.2767, 2.7949)  0.624
H (3.4317, 3.6789, 2.2217)  0.488
H (3.8803, 1.4876, 1.1315)  0.582
H (-0.0801, 0.3898, 1.4320)  0.568
Se (6.1110, -0.9468, -1.7435)  0.009
C (4.5317, -0.3048, -1.9248)  0.041
N (3.4343, 0.1428, -2.0621)  -0.643
C (-1.9607, -1.2090, -4.3830)  -1.143
C (-0.7517, -2.1142, -4.1721)  -0.625
C (-0.0093, -1.7867, -2.8757)  0.676
C (1.1623, -2.7463, -2.6224)  -1.102
Ge (1.4213, -3.1691, -0.6789)  0.346
C (0.1006, -2.4727, 0.6946)  -0.286
C (-0.6991, -3.6468, 1.2643)  -1.389
C (-1.5054, -4.3541, 0.1772)  0.045
C (-2.0340, -5.7097, 0.6292)  -1.502
H (-2.5340, -1.5448, -5.2418)  0.441
H (-1.6480, -0.1826, -4.5572)  0.112
H (-2.6117, -1.2344, -3.5116)  0.316
H (-0.0753, -2.0240, -5.0226)  0.334
H (-1.0913, -3.1517, -4.1280)  0.406
H (-0.7440, -1.8462, -2.0635)  0.047
H (0.3611, -0.7519, -2.9200)  -0.452
H (2.1054, -2.3424, -3.0036)  0.454
H (0.9843, -3.6930, -3.1330)  0.635
H (1.8908, -4.5665, -0.3471)  -0.029
H (-0.5810, -1.7396, 0.2331)  0.196
H (0.6590, -1.9768, 1.5044)  0.391
H (-1.3648, -3.3004, 2.0588)  0.478
H (-0.0010, -4.3661, 1.7033)  0.367
H (-0.8517, -4.5044, -0.6998)  0.114
H (-2.3414, -3.7264, -0.1378)  0.281
H (-1.2136, -6.3818, 0.8700)  0.358
H (-2.6282, -6.1663, -0.1588)  0.395
H (-2.6616, -5.6056, 1.5110)  0.358
N (-2.1640, 3.0044, -2.5767)  -0.147
C (-1.0352, 3.3470, -1.6836)  -0.394
P (0.2360, 2.0425, -2.1145)  0.845
O (-0.1279, 1.6684, -3.5170)  -1.019
O (0.2397, 0.9664, -1.0702)  -0.316
C (1.8964, 2.8950, -2.2697)  -0.820
N (2.5355, 2.1937, -3.3916)  -0.135
H (-2.6698, 3.8131, -2.9465)  0.383
H (-2.8358, 2.3876, -2.1094)  0.347
H (-1.6828, 2.4504, -3.3466)  0.298
H (-1.3107, 3.3026, -0.6231)  -0.025
H (-0.6700, 4.3470, -1.9132)  0.501
H (2.4942, 2.7939, -1.3637)  0.178
H (1.7543, 3.9495, -2.4909)  0.602
H (2.9701, 1.2612, -2.9607)  0.048
H (3.2490, 2.7374, -3.8811)  0.400
H (1.7720, 1.9222, -4.0419)  0.360

Results
* lowest unoccupied orbital energy (spin up / spin down): -8.399 / -8.356 eV
* charge: +2
* gap between HOMO and LUMO (spin up / spin down): 5.21 / 5.25 eV
* E_tot: -6513.00048 a.u.



(2)
C23H43N2O2P3Rh as an isolated structure, computed with ωB97M-V with the def2-TZVPD basis set.

Each line ends with the Mulliken spin population.
Positions of all 74 atoms, in Å:
Rh (0.9694, -0.0331, 0.0976)  2.197
P (1.5632, 2.0133, 0.2569)  0.045
P (-3.6135, 1.1538, -1.0804)  0.145
P (2.7940, -0.7710, -0.6397)  0.111
H (-2.7686, -1.7978, -3.0617)  0.049
C (-3.3869, -1.7841, -2.1475)  0.729
C (-2.7566, -2.0898, -0.8793)  -0.030
H (-3.2877, -1.6511, -0.0364)  0.012
C (2.2997, 2.7753, -1.2357)  0.038
C (0.2924, 3.2556, 0.7095)  0.078
C (2.8470, 2.3221, 1.5434)  0.013
C (-5.2785, 1.8179, -1.2533)  0.010
C (-3.2258, 1.0543, 0.6657)  0.037
C (-2.3982, 2.0959, -2.0423)  0.011
C (2.7381, -2.5823, -0.5515)  0.098
C (4.3164, -0.3608, 0.3052)  0.017
C (3.2363, -0.3292, -2.3536)  0.044
H (-4.3809, -2.1549, -2.3131)  -0.015
H (-2.5745, -3.1426, -0.6690)  0.032
H (2.1769, 3.8663, -1.2071)  0.009
H (1.7912, 2.3961, -2.1262)  -0.012
H (3.3669, 2.5441, -1.3215)  0.002
H (0.5004, 4.2284, 0.2421)  0.007
H (0.2381, 3.4016, 1.7955)  -0.001
H (-0.6880, 2.9144, 0.3623)  -0.019
H (3.8557, 2.2617, 1.1193)  0.000
H (2.7612, 1.5801, 2.3438)  -0.003
H (2.7187, 3.3084, 2.0050)  0.005
H (-5.4833, 2.5459, -0.4547)  0.005
H (-5.9596, 0.9629, -1.1324)  0.002
H (-5.4216, 2.2528, -2.2522)  -0.001
H (-4.1434, 1.1514, 1.2524)  -0.002
H (-2.5257, 1.8198, 0.9962)  -0.006
H (-2.7902, 0.0805, 0.8829)  0.008
H (-2.6503, 3.1727, -2.0258)  0.006
H (-2.4352, 1.7200, -3.0823)  0.005
H (-1.3754, 1.9334, -1.6504)  0.013
H (3.7432, -2.9741, -0.3539)  0.016
H (2.3550, -2.9842, -1.4945)  0.002
H (2.0620, -2.8878, 0.2562)  -0.049
H (5.0013, -1.2180, 0.2512)  0.008
H (4.0721, -0.1606, 1.3576)  -0.009
H (4.8053, 0.5228, -0.1313)  0.001
H (3.5234, -1.2404, -2.8937)  0.012
H (4.0767, 0.3785, -2.3503)  0.004
H (2.3759, 0.1284, -2.8567)  -0.012
C (-0.6258, -2.0043, -1.9138)  0.049
C (-0.0802, -1.3108, -2.9911)  0.039
C (0.6401, -2.0118, -3.9259)  0.019
C (0.7771, -3.3877, -3.8414)  0.011
C (0.1882, -4.0896, -2.7881)  0.008
C (-0.3972, -3.3836, -1.7386)  -0.023
O (-1.5289, -1.3211, -1.0931)  0.064
H (-3.6824, -0.1946, -1.7397)  -0.018
H (-0.1822, -0.2195, -3.0382)  -0.018
H (1.1095, -1.4814, -4.7484)  0.000
H (1.3601, -3.9308, -4.5729)  0.000
H (0.1467, -5.1757, -2.7394)  0.000
H (-0.7234, -3.8698, -0.8168)  -0.007
N (-0.1123, 1.6695, 6.2700)  0.001
C (-0.0637, 1.7414, 4.9126)  0.002
O (0.1565, 2.7960, 4.3154)  0.000
C (-0.1787, 0.4590, 4.1637)  0.022
C (-0.1076, -0.8273, 4.7197)  0.014
C (0.1007, -1.8933, 3.8586)  0.022
C (0.2859, -1.6843, 2.4882)  0.093
N (0.2104, -0.4393, 1.9923)  0.051
C (-0.1728, 0.5779, 2.7652)  0.130
H (-0.1154, 2.5028, 6.8340)  0.000
H (-0.3966, 0.8257, 6.7478)  0.000
H (-0.1979, -0.9769, 5.7964)  0.000
H (0.1493, -2.9105, 4.2161)  0.001
H (0.5267, -2.4730, 1.7756)  -0.014
H (-0.4225, 1.5165, 2.2455)  -0.058

Results
* lowest unoccupied orbital energy (spin up / spin down): -8.473 / -11.363 eV
* spin multiplicity: 5
* charge: +3
* gap between HOMO and LUMO (spin up / spin down): 7.33 / 5.43 eV
* E_tot: -2295.71249 a.u.



(3)
C23H43N2OP3RuSe as an isolated structure, computed with ωB97M-V with the def2-TZVPD basis set.

Each line ends with the Mulliken spin population.
Positions of all 74 atoms, in Å:
Ru (-0.0775, 0.0343, 0.2567)  0.516
P (-2.4067, -0.0480, -0.0231)  0.049
P (0.0935, -2.2773, 0.2090)  -0.013
P (-0.0680, 2.3345, 0.1517)  -0.005
H (1.7463, -0.8222, -1.6647)  -0.018
C (1.6467, 0.0989, -1.0866)  0.036
C (2.1589, 0.1068, 0.2550)  0.096
H (2.6540, -0.7901, 0.6335)  0.000
C (-2.8784, -0.1613, -1.7915)  0.056
C (-3.3604, -1.4592, 0.6719)  0.008
C (-3.5158, 1.3318, 0.4916)  0.002
C (1.7650, -3.0514, 0.2751)  -0.001
C (-0.6613, -3.2050, 1.6081)  0.008
C (-0.5578, -3.0409, -1.3286)  0.030
C (1.5502, 3.2072, 0.2071)  0.002
C (-0.8953, 3.2836, 1.4886)  0.008
C (-0.7645, 2.9972, -1.4129)  0.032
H (1.7708, 1.0183, -1.6659)  0.013
H (2.5437, 1.0445, 0.6635)  0.003
H (-3.9725, -0.2257, -1.8812)  0.002
H (-2.4186, -1.0544, -2.2362)  -0.013
H (-2.5295, 0.7440, -2.3100)  0.003
H (-4.4261, -1.3232, 0.4319)  0.000
H (-3.2536, -1.4765, 1.7647)  -0.001
H (-3.0200, -2.4078, 0.2386)  0.000
H (-4.5399, 1.0832, 0.1723)  0.000
H (-3.2207, 2.2738, 0.0148)  -0.002
H (-3.5179, 1.4401, 1.5831)  0.002
H (1.6668, -4.1323, 0.0957)  0.000
H (2.2080, -2.8984, 1.2672)  0.000
H (2.4272, -2.6223, -0.4837)  -0.001
H (-0.7944, -4.2610, 1.3301)  0.000
H (-1.6302, -2.7867, 1.8915)  -0.002
H (0.0102, -3.1452, 2.4750)  0.000
H (-0.1528, -4.0575, -1.4365)  0.002
H (-0.2423, -2.4374, -2.1917)  0.001
H (-1.6528, -3.0876, -1.3054)  0.004
H (1.3909, 4.2802, 0.0262)  0.000
H (2.2387, 2.8135, -0.5465)  -0.001
H (1.9938, 3.0814, 1.2024)  -0.001
H (-0.8441, 4.3594, 1.2671)  0.000
H (-0.3699, 3.0905, 2.4327)  0.000
H (-1.9437, 2.9939, 1.6036)  0.000
H (-0.4372, 4.0374, -1.5479)  0.002
H (-1.8596, 2.9623, -1.3996)  -0.002
H (-0.4031, 2.3970, -2.2607)  0.004
C (1.1955, 0.1439, -5.1241)  0.079
C (2.4828, -0.1050, -4.6115)  0.110
C (3.5969, -0.0337, -5.4616)  0.256
C (3.4297, 0.2308, -6.8315)  0.046
C (2.1334, 0.4017, -7.3564)  0.287
C (1.0206, 0.3573, -6.5087)  0.236
Se (-0.3834, 0.2287, -4.0485)  0.853
H (0.3055, 0.1665, -2.6785)  0.137
H (2.6059, -0.3385, -3.5565)  0.133
H (4.6002, -0.1840, -5.0566)  -0.002
H (4.3021, 0.2996, -7.4892)  0.006
H (1.9883, 0.5736, -8.4238)  0.002
H (0.0176, 0.4975, -6.9027)  -0.001
N (0.8405, -0.6557, 7.5128)  0.627
C (-0.1625, -0.0282, 6.8167)  -0.090
O (-1.1043, 0.5188, 7.3834)  0.556
C (-0.0699, -0.0687, 5.3158)  -0.032
C (0.9641, -0.6512, 4.5699)  -0.016
C (0.9477, -0.5854, 3.1711)  0.017
N (-0.0781, -0.0389, 2.4745)  -0.002
C (-1.1101, 0.4590, 3.1869)  0.026
C (-1.1138, 0.5007, 4.5803)  -0.017
H (0.8131, -0.5832, 8.5177)  -0.020
H (1.6700, -1.0192, 7.0689)  -0.018
H (1.8080, -1.1649, 5.0260)  0.004
H (1.7767, -0.9963, 2.5894)  -0.002
H (-1.9656, 0.8559, 2.6330)  0.001
H (-1.9609, 0.9764, 5.0678)  -0.001

Results
* lowest unoccupied orbital energy (spin up / spin down): -11.520 / -15.872 eV
* spin multiplicity: 5
* charge: +4
* gap between HOMO and LUMO (spin up / spin down): 6.30 / 2.30 eV
* E_tot: -4605.69213 a.u.



Among the records above, which one has the lowest E_tot?
C23H43GeN8O3PPdSe



Which value of charge does entry 1 give?
+2